1.
The molecule C5H8OS in a non-equilibrium geometry. Source: OMol25; level of theory: ωB97M-V with the def2-TZVPD basis set.

CARTESIAN COORDINATES (ANGSTROEM)
C (-0.438, 1.817, 0.405)
C (0.333, 1.819, -0.670)
C (1.634, -1.958, -0.710)
C (-1.196, 0.562, 0.847)
C (-0.451, -0.746, 0.755)
O (-0.381, -1.043, -2.164)
S (0.456, -0.770, -0.998)
H (-0.797, 2.824, 0.773)
H (0.905, 2.603, -1.292)
H (2.329, -2.293, -1.465)
H (2.189, -1.708, 0.191)
H (-1.600, 0.820, 1.896)
H (-2.207, 0.492, 0.275)
H (0.281, -0.822, 1.667)
H (-1.056, -1.595, 0.491)

- Gap between HOMO and LUMO (alpha / beta): 7.5 / 7.9 eV
- HOMO energy (alpha / beta): -8.07 / -7.99 eV
- E: -18191.020 eV
- Charge: 0
- Relative energy (zero: lowest compared OMol25 entry of this formula, charge and spin): 144.9 kcal/mol
- LUMO energy (alpha / beta): -0.6085 / -0.1081 eV



2.
A cluster of 2 separate species, C9H14O in total in a non-equilibrium geometry. Source: OMol25; level of theory: ωB97M-V with the def2-TZVPD basis set.

CARTESIAN COORDINATES (ANGSTROEM)
C (2.054, -0.569, -1.626)
C (1.172, 0.019, -2.732)
H (2.369, 0.182, -0.899)
H (1.526, -1.260, -0.966)
H (2.923, -1.047, -2.071)
H (0.109, -0.070, -2.540)
H (1.357, -0.536, -3.650)
H (1.366, 1.086, -2.847)
C (-2.777, -1.230, 0.516)
C (0.051, 1.268, 0.194)
C (-1.130, 0.550, -0.085)
C (0.644, 1.111, 1.425)
C (-1.644, -0.310, 0.864)
C (0.068, 0.341, 2.443)
C (-1.004, -0.467, 2.095)
O (1.667, 1.991, 1.757)
H (0.451, 1.964, -0.528)
H (-1.699, 0.819, -0.963)
H (2.438, 1.546, 2.132)
H (0.526, 0.253, 3.417)
H (-2.312, -2.212, 0.408)
H (-3.291, -1.041, -0.429)
H (-1.272, -1.203, 2.843)
H (-3.592, -1.186, 1.243)

- Structure (SMILES): Cc1ccc(O)cc1.CC
- Gap between HOMO and LUMO: 9.5 eV
- HOMO energy: -8.66 eV
- E: -11607.031 eV
- Charge: 0
- Relative energy (zero: lowest compared OMol25 entry of this formula, charge and spin): 14.0 kcal/mol
- LUMO energy: 0.8661 eV



3.
A cluster of 2 separate species, C21H43F3N3O6 in total in a non-equilibrium geometry. Source: OMol25; level of theory: ωB97M-V with the def2-TZVPD basis set.

CARTESIAN COORDINATES (ANGSTROEM)
C (2.135, 2.798, 3.139)
O (2.973, 2.527, 2.051)
C (3.854, 1.429, 2.299)
C (3.259, 0.137, 1.768)
C (4.073, -1.095, 2.145)
C (3.437, -2.402, 1.684)
C (2.237, -2.800, 2.560)
C (0.929, -3.091, 1.822)
C (0.558, -2.091, 0.724)
C (-0.879, -1.554, 0.871)
C (-1.501, -1.045, -0.448)
C (-1.992, 0.407, -0.441)
C (-0.747, 1.310, -0.332)
O (0.018, 1.325, -1.508)
C (1.277, 0.670, -1.461)
C (-2.815, 0.701, 0.815)
O (-3.623, -0.448, 1.171)
C (-4.734, -0.180, 1.886)
F (-5.722, 0.403, 1.129)
F (-5.231, -1.347, 2.393)
F (-4.505, 0.678, 2.929)
N (-2.710, 0.692, -1.698)
C (-3.959, -0.064, -1.845)
C (-4.282, -0.255, -3.324)
N (-3.297, -1.069, -4.031)
C (-2.972, 2.118, -1.931)
C (-2.086, 2.741, -3.026)
C (-1.487, 4.079, -2.635)
N (-1.162, 4.893, -3.820)
H (1.661, 1.895, 3.533)
H (1.347, 3.469, 2.811)
H (2.685, 3.277, 3.952)
H (4.801, 1.647, 1.818)
H (4.006, 1.332, 3.376)
H (2.255, 0.066, 2.192)
H (3.206, 0.219, 0.685)
H (4.188, -1.106, 3.231)
H (5.070, -1.003, 1.718)
H (3.180, -2.314, 0.633)
H (4.224, -3.146, 1.720)
H (2.084, -2.050, 3.336)
H (2.512, -3.712, 3.088)
H (0.957, -4.106, 1.433)
H (0.130, -3.092, 2.566)
H (0.719, -2.490, -0.273)
H (1.224, -1.236, 0.826)
H (-1.489, -2.371, 1.243)
H (-0.839, -0.787, 1.638)
H (-2.305, -1.724, -0.707)
H (-0.761, -1.142, -1.237)
H (-1.056, 2.340, -0.140)
H (-0.156, 1.018, 0.536)
H (1.990, 1.283, -2.008)
H (1.217, -0.289, -1.972)
H (1.648, 0.558, -0.448)
H (-3.462, 1.563, 0.678)
H (-2.154, 0.907, 1.652)
H (-4.798, 0.417, -1.334)
H (-3.879, -1.059, -1.420)
H (-5.253, -0.743, -3.410)
H (-4.376, 0.709, -3.818)
H (-2.515, -0.498, -4.313)
H (-2.939, -1.769, -3.399)
H (-2.871, 2.717, -1.026)
H (-4.004, 2.257, -2.241)
H (-2.702, 2.910, -3.913)
H (-1.314, 2.035, -3.305)
H (-2.186, 4.632, -2.008)
H (-0.578, 3.907, -2.060)
H (-1.230, 4.341, -4.661)
H (-0.222, 5.250, -3.769)
C (6.350, -4.306, 0.402)
O (7.367, -4.812, 0.931)
O (5.352, -5.267, 0.065)
O (6.065, -3.131, 0.147)
H (5.806, -6.067, 0.364)

- Gap between HOMO and LUMO: 6.6 eV
- HOMO energy: -4.58 eV
- E: -47383.423 eV
- Charge: -1
- LUMO energy: 2.0692 eV



4.
A structure of composition C26H33As2B11Br6N3O8Pd in a non-equilibrium geometry. Source: OMol25; level of theory: ωB97M-V with the def2-TZVPD basis set.

CARTESIAN COORDINATES (ANGSTROEM)
Pd (0.248, 0.120, -2.213)
C (5.444, -2.371, -2.223)
C (5.463, -1.204, -1.466)
C (4.383, -0.348, -1.476)
C (3.244, -0.665, -2.239)
C (3.239, -1.831, -3.014)
C (4.330, -2.678, -2.994)
N (2.225, 0.281, -2.339)
N (2.621, 1.467, -2.430)
C (1.724, 2.447, -2.636)
C (2.160, 3.726, -2.991)
C (1.212, 4.679, -3.308)
C (-0.131, 4.335, -3.228)
C (-0.487, 3.040, -2.869)
N (0.413, 2.110, -2.591)
H (6.307, -3.019, -2.232)
H (6.337, -0.953, -0.885)
H (4.396, 0.579, -0.923)
H (2.432, -2.017, -3.706)
H (4.322, -3.563, -3.612)
H (3.217, 3.926, -3.041)
H (1.515, 5.669, -3.610)
H (-0.895, 5.060, -3.457)
H (-1.528, 2.745, -2.826)
Br (-2.210, -0.168, -3.251)
B (-2.903, -1.811, -2.384)
B (-4.419, -2.622, -2.859)
C (-4.042, -4.293, -2.799)
B (-2.827, -3.275, -3.387)
B (-2.426, -4.683, -2.379)
B (-3.782, -4.924, -1.250)
B (-4.991, -3.651, -1.541)
B (-4.244, -2.011, -1.190)
Br (-5.271, -0.530, -0.479)
B (-3.867, -3.513, -0.149)
Br (-4.421, -3.648, 1.709)
B (-2.240, -4.153, -0.705)
Br (-0.943, -4.923, 0.519)
B (-1.701, -3.059, -2.023)
Br (0.169, -2.406, -2.226)
B (-2.569, -2.353, -0.673)
Br (-1.600, -1.345, 0.894)
H (-5.170, -2.193, -3.641)
H (-4.537, -4.935, -3.512)
H (-2.540, -3.270, -4.518)
H (-1.888, -5.605, -2.847)
H (-4.122, -6.001, -0.963)
H (-6.131, -3.880, -1.452)
C (-3.671, 2.749, -0.475)
O (-2.486, 2.759, 0.325)
C (-1.522, 1.900, 0.099)
O (-1.536, 1.010, -0.763)
C (-0.418, 2.063, 0.989)
C (0.380, 3.003, 1.354)
As (1.949, 2.858, 2.552)
C (3.136, 2.145, 1.141)
C (1.287, 1.159, 3.318)
C (0.877, 0.014, 2.763)
As (0.737, -0.429, 0.817)
C (1.774, -2.114, 0.981)
C (0.340, -1.064, 3.658)
O (-0.240, -2.030, 3.218)
O (0.609, -0.861, 4.926)
C (0.118, -1.825, 5.868)
C (0.749, 1.616, 4.661)
O (-0.377, 2.042, 4.553)
O (1.460, 1.725, 5.735)
C (2.828, 1.346, 5.768)
C (0.369, 4.371, 0.673)
O (0.949, 4.435, -0.380)
O (-0.261, 5.338, 1.245)
C (-0.931, 5.208, 2.499)
H (-3.755, 3.719, -0.962)
H (-4.519, 2.603, 0.194)
H (-3.637, 1.947, -1.211)
H (3.334, 2.933, 0.414)
H (2.673, 1.288, 0.641)
H (4.089, 1.850, 1.580)
H (2.718, -1.848, 1.459)
H (1.994, -2.557, 0.014)
H (1.260, -2.835, 1.613)
H (0.390, -1.447, 6.849)
H (0.582, -2.794, 5.687)
H (-0.964, -1.922, 5.777)
H (3.058, 1.131, 6.811)
H (3.451, 2.181, 5.428)
H (3.011, 0.460, 5.155)
H (-1.710, 5.969, 2.502)
H (-0.233, 5.405, 3.319)
H (-1.379, 4.220, 2.618)

- Gap between HOMO and LUMO (alpha / beta): 6.2 / 3.7 eV
- HOMO energy (alpha / beta): -15.85 / -16.55 eV
- Multiplicity: 3
- E: -601176.159 eV
- Charge: +3
- Relative energy (zero: lowest compared OMol25 entry of this formula, charge and spin): 27.2 kcal/mol
- LUMO energy (alpha / beta): -9.6795 / -12.8609 eV



5.
The molecule C6H7BS in a non-equilibrium geometry. Source: OMol25; level of theory: ωB97M-V with the def2-TZVPD basis set.

CARTESIAN COORDINATES (ANGSTROEM)
B (0.659, 1.763, -0.790)
C (-1.666, -0.619, 0.308)
C (-0.740, -1.584, -0.136)
C (-1.157, 0.566, 0.761)
C (0.615, -1.435, -0.282)
C (0.308, 0.872, 0.668)
C (1.229, -0.316, 0.271)
S (2.858, -0.049, 0.082)
H (1.480, 2.521, -0.838)
H (0.188, 1.351, -1.716)
H (-2.623, -0.990, 0.139)
H (-1.355, -2.479, -0.533)
H (-1.788, 1.319, 1.264)
H (1.324, -2.209, -0.743)
H (0.669, 1.288, 1.547)

- Structure (SMILES): B[C@H]1C=CC=CC1=S
- Gap between HOMO and LUMO: 7.5 eV
- HOMO energy: -8.23 eV
- E: -17843.991 eV
- Charge: 0
- Relative energy (zero: lowest compared OMol25 entry of this formula, charge and spin): 32.6 kcal/mol
- LUMO energy: -0.7685 eV



6.
A cluster of 2 separate species, C3H9NO2 in total in a non-equilibrium geometry. Source: OMol25; level of theory: ωB97M-V with the def2-TZVPD basis set.

CARTESIAN COORDINATES (ANGSTROEM)
O (-1.149, -0.076, 2.111)
C (-0.060, -0.368, 1.709)
C (0.270, -0.599, 0.248)
C (0.626, -2.059, 0.028)
N (-0.853, -0.182, -0.631)
H (0.803, -0.550, 2.381)
H (1.106, 0.032, -0.080)
H (0.806, -2.211, -1.036)
H (-0.245, -2.699, 0.170)
H (1.528, -2.383, 0.540)
H (-1.299, -0.989, -1.060)
H (-1.594, 0.162, -0.019)
H (1.785, 2.666, -2.882)
H (0.573, 2.145, -2.128)
O (0.901, 2.923, -2.597)

- Structure (SMILES): C[C@@H](N)C=O.O
- Gap between HOMO and LUMO: 10.6 eV
- HOMO energy: -9.95 eV
- E: -8841.495 eV
- Charge: 0
- Relative energy (zero: lowest compared OMol25 entry of this formula, charge and spin): 33.7 kcal/mol
- LUMO energy: 0.6679 eV



7.
The molecule C11H16N2OS. Source: OMol25; level of theory: ωB97M-V with the def2-TZVPD basis set.

CARTESIAN COORDINATES (ANGSTROEM)
O (-3.409, -2.241, -0.842)
H (-2.622, -2.562, -1.297)
C (-3.123, -2.066, 0.520)
H (-2.837, -3.015, 0.995)
H (-4.055, -1.715, 0.970)
C (-2.017, -1.032, 0.753)
N (-2.393, 0.201, 0.106)
C (-1.683, 1.350, 0.075)
N (-0.589, 1.435, 0.868)
H (-0.220, 0.569, 1.234)
C (0.387, 2.487, 0.703)
H (-0.154, 3.427, 0.580)
C (1.288, 2.250, -0.525)
C (1.834, 0.852, -0.504)
C (2.932, 0.527, 0.283)
C (3.385, -0.778, 0.357)
C (2.743, -1.779, -0.353)
C (1.649, -1.465, -1.142)
C (1.197, -0.159, -1.215)
H (0.346, 0.085, -1.836)
H (1.150, -2.241, -1.706)
H (3.097, -2.798, -0.296)
H (4.243, -1.016, 0.969)
H (3.437, 1.305, 0.838)
H (2.094, 2.983, -0.512)
H (0.688, 2.403, -1.424)
H (0.986, 2.526, 1.615)
S (-2.214, 2.605, -0.861)
H (-3.182, 0.155, -0.523)
H (-1.893, -0.882, 1.832)
H (-1.066, -1.411, 0.341)

- Structure (SMILES): OCCNC(=S)NCCc1ccccc1
- Gap between HOMO and LUMO: 8.5 eV
- HOMO energy: -8.02 eV
- E: -27530.056 eV
- Charge: 0
- Relative energy (zero: lowest compared OMol25 entry of this formula, charge and spin): 11.4 kcal/mol
- LUMO energy: 0.4891 eV



8.
The molecule C3H8N4S in a non-equilibrium geometry. Source: OMol25; level of theory: ωB97M-V with the def2-TZVPD basis set.

CARTESIAN COORDINATES (ANGSTROEM)
C (-1.486, 0.122, -2.945)
C (-0.369, -0.044, -1.992)
C (0.023, -0.042, 1.703)
H (-2.387, -0.130, -2.383)
H (-1.699, 1.380, -3.076)
H (-1.574, -0.533, -3.883)
H (0.685, -0.134, -2.559)
H (-1.640, 0.165, 0.660)
H (0.606, -0.799, 3.481)
H (2.630, 0.863, 2.670)
H (2.652, -0.737, 1.727)
N (-0.386, 0.214, -0.644)
N (-1.291, -0.325, 1.673)
N (0.958, -0.216, 2.741)
N (2.272, -0.160, 2.617)
S (1.005, 0.376, 0.209)

- Structure (SMILES): [H]/N=C(/NN)S/N=C/C
- Gap between HOMO and LUMO: 8.7 eV
- HOMO energy: -8.43 eV
- E: -20031.912 eV
- Charge: 0
- Relative energy (zero: lowest compared OMol25 entry of this formula, charge and spin): 99.7 kcal/mol
- LUMO energy: 0.2519 eV



Number 2 is which compound? C9H14O